<A>
C10H42O16 | wB97M-V/def2-TZVPD

Results
**Lowest unoccupied orbital energy**: -0.257 eV
**SMILES**: OCCO.OCCO.OCCO.OCCO.OCCO.O.O.O.O.O.O

Geometry (Å):
O  -1.67  5.78  2.69
C  -1.43  4.42  2.30
C  -1.01  4.27  0.90
O  -0.80  2.93  0.51
H  -2.59  5.78  2.65
H  -0.76  4.00  3.02
H  -2.40  3.88  2.55
H  -0.07  4.79  0.80
H  -1.68  4.71  0.16
H  -1.55  2.43  0.19
O  0.00  -2.45  -2.73
C  0.67  -3.67  -2.41
C  -0.24  -4.79  -2.52
O  0.33  -6.00  -2.00
H  0.01  -1.83  -1.98
H  1.53  -3.66  -3.06
H  1.06  -3.63  -1.35
H  -0.54  -4.97  -3.53
H  -1.12  -4.62  -1.98
H  0.17  -5.97  -1.02
O  3.97  -0.07  -1.75
C  5.12  0.28  -2.52
C  5.11  1.76  -2.70
O  3.89  2.11  -3.38
H  3.42  0.66  -1.57
H  5.97  -0.20  -1.98
H  5.18  -0.18  -3.56
H  6.10  1.97  -3.26
H  5.23  2.23  -1.76
H  4.02  1.87  -4.25
O  -2.10  0.49  0.49
C  -3.34  0.68  1.20
C  -4.55  0.98  0.18
O  -5.76  0.47  0.69
H  -2.27  -0.40  0.14
H  -3.46  -0.31  1.65
H  -3.26  1.37  2.05
H  -4.29  0.62  -0.88
H  -4.61  2.05  0.07
H  -6.01  1.04  1.41
O  -1.10  -3.11  4.26
C  -0.98  -2.18  3.13
C  0.38  -2.02  2.49
O  1.28  -2.05  3.54
H  -1.83  -2.87  4.83
H  -1.74  -2.45  2.40
H  -1.33  -1.24  3.52
H  0.37  -1.07  2.01
H  0.52  -2.90  1.88
H  0.87  -1.47  4.21
O  0.35  -0.08  -0.55
H  0.83  0.63  -0.20
H  -0.59  0.06  -0.55
O  -2.44  -2.11  -0.67
H  -3.22  -1.86  -0.14
H  -2.72  -2.38  -1.50
O  2.29  1.78  -0.41
H  2.11  2.28  0.38
H  2.20  2.51  -1.05
O  2.49  -1.52  0.27
H  1.65  -1.04  0.05
H  3.06  -1.10  -0.35
O  0.54  0.24  -3.31
H  0.72  -0.65  -3.53
H  0.50  0.34  -2.30
O  0.13  1.59  2.69
H  -0.22  2.14  1.93
H  -0.37  1.73  3.52

Löwdin analysis output, partial charges in e: -0.02, -0.26, -0.22, -0.08, 0.05, 0.10, 0.14, 0.13, 0.14, 0.08, -0.09, -0.23, -0.26, -0.07, 0.06, 0.12, 0.14, 0.12, 0.09, 0.11, -0.07, -0.23, -0.25, -0.03, 0.00, 0.13, 0.13, 0.15, 0.10, 0.05, -0.14, -0.17, -0.22, -0.05, 0.03, 0.11, 0.11, 0.15, 0.10, 0.08, -0.07, -0.22, -0.27, -0.04, 0.06, 0.10, 0.10, 0.08, 0.13, 0.09, -0.04, -0.01, 0.04, 0.00, 0.06, 0.03, -0.01, 0.06, 0.09, -0.06, -0.01, -0.02, -0.09, -0.02, 0.03, -0.09, 0.00, 0.05

<B>
C10H42O16 | wB97M-V/def2-TZVPD

Results
**Lowest unoccupied orbital energy**: -0.308 eV
**SMILES**: OCCO.OCCO.OCCO.OCCO.OCCO.O.O.O.O.O.O

Geometry (Å):
O  0.02  0.86  5.65
C  0.44  0.93  4.27
C  -0.70  0.59  3.33
O  -1.65  1.64  3.15
H  -0.60  1.58  5.77
H  0.84  1.94  4.15
H  1.25  0.26  4.00
H  -1.21  -0.31  3.65
H  -0.25  0.40  2.36
H  -2.20  1.34  2.42
O  -2.54  -3.84  2.55
C  -1.37  -4.10  1.85
C  -0.47  -2.82  1.68
O  0.71  -3.19  1.02
H  -3.02  -4.63  2.77
H  -0.83  -4.83  2.46
H  -1.55  -4.54  0.87
H  -0.23  -2.41  2.66
H  -0.94  -2.02  1.11
H  1.10  -2.35  0.79
O  -1.20  3.18  -0.62
C  -0.49  4.35  -0.12
C  -1.09  4.97  1.18
O  -2.14  5.93  1.00
H  -1.04  3.09  -1.57
H  0.60  4.25  -0.11
H  -0.55  5.11  -0.90
H  -0.24  5.52  1.58
H  -1.31  4.20  1.91
H  -2.32  6.26  1.89
O  0.48  -3.87  -2.36
C  -0.84  -3.33  -2.27
C  -1.57  -3.22  -3.66
O  -1.96  -4.53  -4.12
H  1.03  -3.11  -2.14
H  -1.35  -3.76  -1.41
H  -0.64  -2.33  -1.89
H  -0.91  -2.64  -4.30
H  -2.43  -2.56  -3.57
H  -1.22  -4.91  -4.59
O  2.38  -0.99  1.19
C  3.40  -1.53  0.37
C  3.23  -1.35  -1.15
O  1.86  -1.62  -1.55
H  2.26  -0.08  0.94
H  4.38  -1.15  0.63
H  3.48  -2.62  0.47
H  3.89  -2.00  -1.72
H  3.38  -0.30  -1.37
H  1.32  -0.92  -1.19
O  2.84  2.61  -1.83
H  3.74  2.63  -1.50
H  2.36  2.10  -1.18
O  -0.70  2.29  -3.24
H  0.13  2.62  -3.60
H  -1.37  2.64  -3.82
O  -2.85  0.98  0.82
H  -3.12  1.64  0.18
H  -3.62  0.43  0.94
O  0.09  0.42  -1.00
H  -0.59  0.43  -0.32
H  -0.09  1.19  -1.53
O  0.27  -0.24  -4.91
H  -0.67  -0.40  -4.99
H  0.40  0.04  -4.01
O  2.17  1.71  0.85
H  1.28  2.02  0.67
H  2.55  2.38  1.42

Löwdin analysis output, partial charges in e: -0.06, -0.23, -0.25, -0.08, 0.08, 0.11, 0.12, 0.12, 0.09, 0.01, -0.07, -0.24, -0.24, -0.06, 0.09, 0.12, 0.11, 0.11, 0.11, 0.03, -0.09, -0.19, -0.22, -0.06, 0.02, 0.10, 0.12, 0.11, 0.11, 0.08, -0.08, -0.22, -0.22, -0.06, 0.02, 0.10, 0.09, 0.09, 0.11, 0.08, -0.07, -0.23, -0.16, -0.10, 0.03, 0.12, 0.12, 0.13, 0.10, 0.02, -0.05, 0.04, -0.03, -0.02, 0.07, 0.08, -0.02, 0.05, 0.07, -0.02, 0.04, 0.01, -0.04, 0.02, 0.01, -0.02, 0.04, 0.08

Stability check: which of them is least stable? <A>.